1.
DFT (ωB97M-V/def2-TZVPD) results for C22H19AuBF4N5O2 as an isolated structure.

Highest occupied orbital energy (spin up / spin down): -0.30370 / -0.35502 Eh
⟨S²⟩: 2.032
Lowest unoccupied orbital energy (spin up / spin down): -0.0056 / -0.0790 Ha
Multiplicity: 3
Molecular weight: 669.20 Da
Maximum force: 0.252 eV Å⁻¹
Frontier orbital gap (spin up / spin down): 8.113 / 7.511 eV

XYZ file:
```
54
C22H19AuBF4N5O2 | the Open Molecules 2025 dataset | ωB97M-V/def2-TZVPD
Au 0.366 0.767 -1.142
C 0.061 4.633 0.949
C 0.603 3.508 0.116
O -0.210 2.834 -0.534
C 2.036 3.331 0.158
C 2.842 2.342 -0.343
C 4.323 2.417 -0.138
N 2.357 1.249 -0.996
N 3.240 0.342 -1.344
C 2.688 -0.776 -1.891
O 1.464 -0.949 -2.082
C 3.647 -1.837 -2.272
C 5.022 -1.623 -2.214
C 5.894 -2.636 -2.580
C 5.398 -3.863 -2.996
C 4.027 -4.081 -3.049
C 3.152 -3.070 -2.690
H -0.992 4.784 0.732
H 0.619 5.553 0.779
H 0.180 4.359 1.999
H 2.554 4.109 0.701
H 4.590 3.358 0.335
H 4.845 2.321 -1.089
H 4.649 1.586 0.488
H 5.396 -0.667 -1.880
H 6.962 -2.469 -2.536
H 6.080 -4.654 -3.276
H 3.642 -5.040 -3.367
H 2.083 -3.222 -2.720
N -7.910 -0.817 5.041
C -7.142 -0.755 4.191
C -6.185 -0.673 3.120
C -4.822 -0.682 3.401
C -3.902 -0.611 2.369
C -4.366 -0.515 1.066
C -5.722 -0.503 0.772
C -6.636 -0.589 1.805
N -3.421 -0.428 0.006
C -3.423 -1.152 -1.170
C -2.289 -0.809 -1.827
N -1.613 0.123 -1.075
C -2.316 0.332 0.016
H -4.483 -0.757 4.425
H -2.836 -0.654 2.559
H -6.056 -0.408 -0.252
H -7.697 -0.577 1.601
H -4.198 -1.858 -1.401
H -1.902 -1.168 -2.762
H -2.024 0.973 0.830
F 1.098 -0.773 1.027
B 0.299 -0.233 2.059
F 0.928 -0.317 3.275
F -0.947 -0.891 2.070
F 0.047 1.135 1.733
```

Atomic partial charges in e from the natural (NBO) method, atoms 1 to 6:
1 Au 1.238
2 C -0.699
3 C 0.583
4 O -0.621
5 C -0.359
6 C 0.279


2.
DFT (ωB97M-V/def2-TZVPD) results for C47H69InN5O4P4 as an isolated structure.

Highest occupied orbital energy: -0.38674 Eh
Lowest unoccupied orbital energy: -0.0640 Ha
Net charge: +1
Multiplicity: 1
Molecular weight: 1006.81 Da
Maximum force: 0.675 eV Å⁻¹
Frontier orbital gap: 8.783 eV

XYZ file:
```
130
C47H69InN5O4P4 | the Open Molecules 2025 dataset | ωB97M-V/def2-TZVPD
In 0.086 -0.290 0.198
N 2.136 0.355 2.729
P 0.695 1.208 2.413
C 1.223 2.919 2.253
C 1.235 3.489 0.984
C 1.695 4.789 0.819
C 2.148 5.508 1.914
C 2.142 4.937 3.182
C 1.673 3.646 3.355
C -0.301 1.087 3.908
C 0.209 0.627 5.117
C -0.616 0.534 6.228
C -1.952 0.895 6.132
C -2.468 1.342 4.921
C -1.647 1.433 3.810
P 2.482 -0.828 1.555
C 3.030 -2.278 2.482
C 3.200 -3.476 1.793
C 3.606 -4.614 2.469
C 3.840 -4.563 3.838
C 3.666 -3.375 4.529
C 3.257 -2.233 3.854
C 3.960 -0.256 0.687
C 3.984 -0.254 -0.702
C 5.116 0.187 -1.376
C 6.215 0.641 -0.666
C 6.196 0.646 0.724
C 5.076 0.191 1.396
H 2.907 0.887 3.122
H 0.926 2.902 0.125
H 1.705 5.235 -0.166
H 2.507 6.519 1.785
H 2.491 5.502 4.034
H 1.636 3.217 4.350
H 1.245 0.321 5.185
H -0.216 0.177 7.169
H -2.596 0.822 6.996
H -3.512 1.610 4.842
H -2.065 1.752 2.862
H 3.006 -3.530 0.727
H 3.734 -5.542 1.930
H 4.155 -5.453 4.364
H 3.844 -3.334 5.595
H 3.097 -1.313 4.400
H 3.109 -0.554 -1.265
H 5.130 0.185 -2.457
H 7.092 0.991 -1.194
H 7.057 0.992 1.279
H 5.092 0.167 2.481
C -2.781 -3.471 4.468
C -1.711 -3.436 3.395
C -1.768 -4.661 2.503
C -0.325 -3.238 3.983
O -1.992 -2.209 2.627
P -1.867 -1.978 1.092
O -2.001 -0.477 0.830
O -0.485 -2.357 0.557
O -2.953 -2.820 0.352
C -4.392 -2.486 0.250
C -4.886 -1.823 1.522
C -5.062 -3.824 0.020
C -4.534 -1.566 -0.951
H -2.491 -4.178 5.246
H -3.743 -3.783 4.063
H -2.887 -2.486 4.921
H -1.576 -5.534 3.129
H -1.011 -4.633 1.721
H -2.749 -4.779 2.043
H -0.005 -4.145 4.499
H -0.321 -2.410 4.691
H 0.397 -3.032 3.192
H -4.812 -2.492 2.378
H -5.936 -1.561 1.384
H -4.341 -0.906 1.740
H -4.910 -4.488 0.871
H -4.660 -4.302 -0.873
H -6.134 -3.680 -0.115
H -4.008 -0.626 -0.783
H -5.588 -1.344 -1.120
H -4.134 -2.044 -1.845
N 0.875 0.817 -1.223
P 0.209 1.194 -2.584
N -0.414 -0.074 -3.489
C -1.704 -0.610 -3.051
C -2.313 -1.481 -4.140
C -1.368 -2.614 -4.514
C 0.003 -2.057 -4.874
C 0.526 -1.170 -3.755
N -1.036 2.275 -2.411
C -1.534 3.014 -3.574
C -3.031 2.792 -3.801
C -3.793 2.708 -2.468
C -2.981 3.349 -1.353
C -1.694 2.554 -1.135
N 1.332 1.852 -3.596
C 2.282 2.809 -3.019
C 3.522 2.900 -3.893
C 3.186 3.419 -5.295
C 1.775 2.984 -5.717
C 1.395 1.671 -5.051
H -2.362 0.217 -2.798
H -1.571 -1.228 -2.139
H -2.503 -0.854 -5.016
H -3.275 -1.868 -3.799
H -1.776 -3.206 -5.334
H -1.264 -3.291 -3.657
H -0.066 -1.465 -5.791
H 0.715 -2.863 -5.060
H 1.501 -0.753 -4.002
H 0.655 -1.770 -2.838
H -0.973 2.702 -4.450
H -1.322 4.082 -3.446
H -3.193 1.888 -4.392
H -3.411 3.624 -4.399
H -3.973 1.662 -2.200
H -4.777 3.169 -2.557
H -3.539 3.363 -0.415
H -2.757 4.391 -1.596
H -1.978 1.615 -0.645
H -1.024 3.093 -0.453
H 2.546 2.467 -2.016
H 1.817 3.800 -2.922
H 3.970 1.905 -3.950
H 4.258 3.543 -3.408
H 3.923 3.045 -6.009
H 3.258 4.508 -5.322
H 1.705 2.884 -6.800
H 1.043 3.741 -5.425
H 2.136 0.904 -5.310
H 0.433 1.309 -5.408
```

Atomic partial charges in e from the Löwdin method, atoms 1 to 6:
1 In 0.581
2 N -0.354
3 P 0.955
4 C -0.340
5 C -0.097
6 C -0.061


3.
DFT (ωB97M-V/def2-TZVPD) results for an isolated ion of composition C4H11N2O and charge +1 in a non-equilibrium geometry.

Highest occupied orbital energy: -0.54739 Eh
Lowest unoccupied orbital energy: -0.1060 Ha
Net charge: +1
Multiplicity: 1
Molecular weight: 103.14 Da
Maximum force: 3.780 eV Å⁻¹
Frontier orbital gap: 12.011 eV
SMILES: C[NH+](C)[C@@]1(N)CO1

XYZ file:
```
18
C4H11N2O | the Open Molecules 2025 dataset | ωB97M-V/def2-TZVPD
C -0.599 2.242 -0.649
C -0.482 1.115 0.277
C 1.159 -0.629 -0.806
C -0.672 -1.508 0.733
N -0.087 1.060 1.612
N -0.267 -0.490 -0.295
O -1.713 1.483 -0.258
H -0.389 3.299 -0.133
H -0.364 2.158 -1.680
H 1.826 -0.542 0.058
H 1.420 -1.584 -1.391
H 1.432 0.274 -1.474
H -1.159 -2.367 0.245
H 0.149 -1.727 1.277
H -1.349 -0.991 1.398
H 0.880 1.146 1.716
H -0.634 0.644 2.365
H -0.763 -0.511 -1.158
```

Atomic partial charges in e from the natural (NBO) method, atoms 1 to 6:
1 C -0.099
2 C 0.535
3 C -0.450
4 C -0.399
5 N -0.845
6 N -0.402


Number 1: E_tot -1834.200805 Eh. Number 2: E_tot -3962.751965 Eh. Number 3: E_tot -343.419857 Eh.